Record 1
A molecular structure, C17H17Cl5HfN4O5. Source: OMol25; level of theory: wB97M-V/def2-TZVPD.

Structure (XYZ):
```
49
C17H17Cl5HfN4O5 wB97M-V/def2-TZVPD
Hf 0.8820 -0.4753 0.2665
O -0.3234 -3.2429 -2.5778
C 0.0742 -2.7714 -1.5354
O -0.0488 -1.4356 -1.1855
C 0.8900 -3.5328 -0.5328
C 1.0390 -4.8750 -0.5388
C 1.7349 -5.5049 0.5129
C 2.1483 -4.6939 1.5419
C 2.0359 -3.3060 1.4014
N 1.3376 -2.7455 0.4241
H 0.6527 -5.4171 -1.3932
H 1.7874 -6.5388 0.4251
H 2.6587 -5.1033 2.4155
H 2.4738 -2.6121 2.1637
Cl 1.6102 -0.2524 2.9452
C 2.6153 1.2571 2.6785
Cl 2.4026 1.9173 1.0451
H 3.6389 1.0035 2.8603
H 2.3133 2.0076 3.4109
Cl 5.7433 -2.0718 -1.9762
C 5.2176 -0.4124 -2.1858
Cl 6.1823 0.7195 -1.3356
Cl 5.0040 0.0646 -3.8486
C 3.8909 -0.3945 -1.4655
N 2.8575 -0.3671 -0.9167
C -2.9266 1.1242 -2.4367
C -2.7541 2.3533 -1.5261
C -2.2105 2.1302 -0.1125
C -1.9947 3.5351 0.5851
C -3.1966 4.4431 0.6604
C -3.2809 1.2830 0.7299
O -4.4199 1.5572 0.7915
N -2.7565 0.0601 1.2987
C -1.4257 -0.1439 1.4271
O -0.8659 -1.2019 1.7807
N -0.5953 0.8388 1.0332
C -0.8638 1.5450 -0.0779
O 0.0242 1.5114 -0.9440
H -3.3063 1.4981 -3.4063
H -3.7536 0.4580 -2.0986
H -1.9288 0.6422 -2.5506
H -3.6566 2.9156 -1.4012
H -1.9826 3.0694 -1.9818
H -1.0900 4.0723 0.1646
H -1.8243 3.4280 1.6746
H -3.4453 4.9593 -0.3140
H -2.9878 5.3030 1.3368
H -4.0679 3.9233 1.1028
H -3.5086 -0.5215 1.6647
```

* LUMO energy: -0.26093 Eh
* frontier orbital gap: 8.741 eV
* multiplicity: 1
* total charge: +2

***

Record 2
2 unconnected molecules or ions with the total composition C2H6F2NOP. Source: OMol25; level of theory: wB97M-V/def2-TZVPD.

Structure (XYZ):
```
13
C2H6F2NOP wB97M-V/def2-TZVPD
C 0.8417 1.7821 -0.2310
C 0.8837 -1.6486 0.1679
N 0.7841 0.4608 -0.6768
O 1.3473 -0.3297 0.2785
F -2.6996 -1.0152 1.0156
F -3.0660 0.9590 -0.2149
P -2.4914 -0.5207 -0.4959
H 0.5710 1.9609 0.7426
H 1.8003 2.4605 -0.4707
H -0.1036 2.0885 -0.7571
H 0.6584 -2.0816 1.2013
H 1.5514 -2.4113 -0.2525
H -0.0775 -1.7047 -0.3070
```

* LUMO energy (spin up / spin down): -0.02329 / 0.00871 Eh
* frontier orbital gap (spin up / spin down): 8.048 / 8.489 eV
* multiplicity: 1

***

Record 3
8 unconnected molecules or ions with the total composition C13H42O8. Source: OMol25; level of theory: wB97M-V/def2-TZVPD.

Structure (XYZ):
```
63
C13H42O8 wB97M-V/def2-TZVPD
C -9.3650 -2.8120 -30.1180
C -10.8700 -2.9700 -30.3030
O -11.4000 -2.2860 -29.2140
H -8.7840 -2.9620 -31.0440
H -9.0440 -3.3580 -29.2590
H -9.2480 -1.7830 -30.0080
H -11.1890 -4.0260 -30.4320
H -11.1500 -2.5290 -31.1730
H -12.3740 -2.1240 -29.2340
C -11.6810 -5.5400 -27.7140
C -12.8360 -5.2370 -28.6500
O -14.0720 -5.8980 -28.2470
H -11.9320 -5.1200 -26.7760
H -10.7430 -5.0550 -27.9630
H -11.4850 -6.5090 -27.3870
H -12.6420 -5.5670 -29.7060
H -13.0040 -4.1640 -28.7450
H -14.4130 -5.4940 -27.4680
C -8.4490 -6.2220 -30.7290
C -9.4670 -6.9760 -29.9490
O -9.4720 -8.1450 -30.6680
H -8.1700 -5.4980 -30.1330
H -8.7130 -5.9730 -31.7900
H -7.5900 -6.7870 -30.9800
H -10.3720 -6.4230 -29.8380
H -9.0750 -7.1360 -28.9920
H -9.9670 -8.7920 -30.2090
C -5.4450 -8.7850 -31.0200
C -5.2090 -8.3470 -29.5670
O -3.9820 -7.8100 -29.3700
H -6.3030 -9.4440 -30.9530
H -4.6610 -9.3650 -31.4950
H -5.7140 -8.0340 -31.5780
H -5.2120 -9.2760 -28.9160
H -5.9550 -7.6580 -29.2900
H -3.3200 -8.4700 -29.4090
C -5.8800 -4.0050 -30.6450
C -6.1140 -4.1090 -32.1620
O -4.9560 -3.8000 -33.0210
H -4.9290 -3.6100 -30.5210
H -5.6890 -4.9830 -30.1960
H -6.6980 -3.3730 -30.2100
H -6.7420 -3.1700 -32.3760
H -6.7480 -4.9610 -32.3380
H -4.2380 -4.3460 -32.7260
C -13.3980 -9.2200 -29.2940
O -13.3230 -8.5250 -28.0350
H -13.3970 -10.3510 -29.1910
H -12.5760 -8.8910 -29.9010
H -14.3250 -8.9590 -29.8890
H -13.3840 -7.5630 -28.0590
C -8.3700 -6.0750 -26.5250
O -8.3080 -4.8350 -27.3030
H -7.6590 -6.0580 -25.6320
H -8.0550 -6.9070 -27.1070
H -9.3740 -6.2600 -26.2140
H -7.5060 -4.6750 -27.7820
C -9.2790 -11.4960 -29.4780
O -10.4300 -10.7810 -29.2080
H -9.4310 -12.1560 -30.3800
H -8.9680 -12.1940 -28.7630
H -8.4420 -10.7810 -29.7180
H -11.1580 -11.4160 -28.9960
```

* LUMO energy: 0.02155 Eh
* SMILES: CCO.CCO.CCO.CCO.CCO.CO.CO.CO
* frontier orbital gap: 10.279 eV
* multiplicity: 1

***

Record 4
10 unconnected molecules or ions with the total composition C8H34O9. Source: OMol25; level of theory: wB97M-V/def2-TZVPD.

Structure (XYZ):
```
51
C8H34O9 wB97M-V/def2-TZVPD
C 0.3855 0.2107 -2.8354
C 1.3954 1.0525 -2.0603
C 2.4701 0.2050 -1.3969
C 1.7138 -0.6381 -0.2700
C 1.3847 0.7249 1.6421
C 2.0875 -0.2185 1.0767
C 3.2123 -0.9506 1.7126
C 1.6708 1.1880 3.0637
H 0.0947 -0.6722 -2.3603
H 1.0553 -0.3599 -3.5335
H -0.2785 0.7561 -3.4150
H 1.7503 1.8377 -2.7843
H 0.8623 1.7243 -1.4452
H 3.1312 -0.4500 -2.1054
H 3.2228 0.7933 -0.8939
H 0.6566 -0.9701 -0.3583
H 2.1808 -1.7595 -0.2799
H 0.4994 1.1882 1.0836
H 3.9116 -0.3639 2.1703
H 3.6213 -1.6576 0.9764
H 2.8068 -1.6158 2.4054
H 2.1822 2.1065 2.8606
H 0.7346 1.3900 3.6093
H 2.3176 0.5992 3.7918
H -2.8205 -2.3045 -1.3404
H -2.7310 -2.8875 0.2884
O -2.3326 -2.8555 -0.6529
H -0.5747 -3.6114 -0.8641
H -0.3722 -5.0272 -1.1132
O 0.0770 -4.1004 -1.1548
H -1.3645 -1.3935 0.2976
H -1.8088 0.0210 0.3316
O -1.0872 -0.4619 0.4882
H -2.9532 -2.2663 2.4908
H -2.5556 -3.8592 2.5189
O -2.9985 -3.1098 1.8611
H 2.2286 2.9007 -0.4038
H 2.3131 4.5861 -0.2078
O 1.9154 3.7934 -0.6170
H -3.5853 0.4345 -3.0170
H -2.2030 0.1761 -2.3117
O -3.1363 0.0489 -2.2488
H -1.2546 0.1279 2.8821
H -2.3202 0.2722 2.0017
O -2.1418 -0.2446 2.8222
H -2.8057 2.1128 0.0121
H -3.6535 0.9995 -0.7621
O -3.1743 1.1287 0.0772
H -0.6991 3.5653 -1.2216
H -1.3976 4.1083 0.0329
O -1.6331 3.7260 -0.8437
```

* LUMO energy: 0.00833 Eh
* SMILES: C/C=C(\C)CCCC.O.O.O.O.O.O.O.O.O
* frontier orbital gap: 8.734 eV
* multiplicity: 1

***

What are the ΔE to the lowest compared entry with this formula, charge and spin values for these records? In order: 5.2 140.2 149.7 72.1 kcal/mol.